Record 1
Density functional theory data (the ωB97M-V functional and the def2-TZVPD basis) for a 6-piece molecular cluster, C24H50O8P overall.

Positions of all 83 atoms, in Å:
O 4.018 -6.071 -0.877
C 3.213 -5.224 -1.210
C 2.733 -4.119 -0.340
P 1.246 -3.115 -1.018
O 0.469 -4.640 -1.562
C -0.721 -4.788 -0.843
C -0.314 -4.524 0.593
O 0.386 -3.310 0.549
H 2.813 -5.275 -2.238
H 2.544 -4.543 0.656
H 3.562 -3.402 -0.237
H 0.113 -2.403 -1.553
H 1.940 -3.002 -2.294
H 1.831 -1.881 -0.565
H -1.444 -4.004 -1.149
H -1.195 -5.768 -1.007
H 0.375 -5.341 0.899
H -1.150 -4.488 1.310
C 0.261 2.682 -0.497
C 0.150 2.162 0.934
C -0.348 0.738 0.708
O 0.193 0.326 -0.541
C 0.751 1.434 -1.228
H 0.942 3.527 -0.599
H -0.725 2.979 -0.866
H 1.137 2.150 1.397
H -0.519 2.749 1.565
H -1.440 0.706 0.655
H -0.023 0.037 1.479
H 1.846 1.364 -1.194
H 0.441 1.394 -2.274
C -5.036 2.582 -1.606
C -4.952 1.058 -1.549
C -3.728 0.851 -0.666
O -3.704 1.959 0.242
C -4.626 2.959 -0.188
H -6.026 2.956 -1.867
H -4.317 2.974 -2.329
H -5.845 0.652 -1.069
H -4.843 0.588 -2.526
H -2.805 0.850 -1.256
H -3.762 -0.076 -0.093
H -5.494 2.953 0.482
H -4.141 3.935 -0.126
C 4.741 4.451 2.943
C 5.272 3.218 2.212
C 3.990 2.628 1.637
O 3.127 3.738 1.379
C 3.640 4.914 1.996
H 5.495 5.218 3.118
H 4.316 4.162 3.907
H 5.947 3.518 1.407
H 5.801 2.518 2.857
H 3.505 1.956 2.352
H 4.144 2.080 0.707
H 4.039 5.582 1.224
H 2.823 5.428 2.506
C -7.938 1.317 3.570
C -8.945 2.459 3.429
C -8.439 3.154 2.170
O -7.864 2.133 1.358
C -7.708 0.932 2.114
H -8.299 0.485 4.172
H -7.011 1.685 4.015
H -9.949 2.060 3.267
H -8.976 3.124 4.290
H -7.670 3.895 2.413
H -9.229 3.649 1.603
H -8.448 0.198 1.777
H -6.712 0.529 1.928
C 7.337 -3.267 -2.321
C 7.359 -4.214 -3.522
C 5.872 -4.312 -3.846
O 5.306 -3.052 -3.496
C 6.226 -2.299 -2.718
H 8.287 -2.764 -2.139
H 7.056 -3.814 -1.419
H 7.907 -3.763 -4.353
H 7.803 -5.185 -3.303
H 5.398 -5.097 -3.248
H 5.669 -4.503 -4.901
H 6.623 -1.474 -3.323
H 5.695 -1.877 -1.864

Atoms 1-3, force components in eV/Å:
O 0.2 -0.2 0.1
C 0.0 0.0 -0.2
C -0.1 0.0 0.2

Kohn-Sham gap ... 0.2271 hartree
Charge ... -1
Highest occupied orbital energy ... -3.940 eV

Record 2
Density functional theory data (the ωB97M-V functional and the def2-TZVPD basis) for a single C12H10OS molecule.

Positions of all 24 atoms, in Å:
C 3.119 -0.710 -0.826
C 2.422 0.399 -1.340
C 2.670 -1.624 0.150
C 1.308 0.726 -0.708
C 1.403 -1.351 0.699
C 0.733 -0.105 0.316
C -2.545 1.043 -0.950
C -2.632 -0.281 -0.603
C -1.842 2.058 -0.215
C -0.951 1.732 0.737
C -1.878 -0.691 0.521
C -0.544 0.318 1.033
O -1.648 -2.182 2.701
S -2.404 -1.992 1.475
H 4.190 -0.913 -1.185
H 2.859 0.845 -2.189
H 3.163 -2.539 0.520
H 0.588 1.413 -1.146
H 0.999 -2.057 1.366
H -2.979 1.249 -1.932
H -3.279 -1.078 -0.933
H -2.024 3.042 -0.593
H -0.174 2.514 1.045
H -0.552 0.181 2.058

Atoms 1-3, force components in eV/Å:
C 3.0 -1.5 -0.1
C 2.8 -2.7 0.7
C -1.5 1.2 -0.2

2S+1 ... 3
Kohn-Sham gap (spin up / spin down) ... 0.2670 / 0.2442 hartree
Energy above the lowest of the compared OMol25 structures with the same formula, charge and spin ... 0.0 kcal/mol
Highest occupied orbital energy (spin up / spin down) ... -6.655 / -8.817 eV

Record 3
Density functional theory data (the ωB97M-V functional and the def2-TZVPD basis) for C6H11N as an isolated structure.

Positions of all 18 atoms, in Å:
C -1.505 0.335 -1.471
C -0.982 0.836 -0.135
C 0.198 0.003 0.457
C 0.532 0.583 1.853
C 1.689 -0.648 -0.663
C -0.128 -1.417 0.529
N -0.067 -2.562 0.360
H -0.683 0.288 -2.189
H -2.279 0.997 -1.874
H -1.940 -0.666 -1.371
H -1.825 0.859 0.585
H -0.660 1.881 -0.205
H -0.368 0.701 2.485
H 1.224 -0.046 2.415
H 0.955 1.585 1.748
H 2.088 -1.277 0.126
H 1.052 -1.170 -1.368
H 2.584 -0.330 -1.261

Atoms 1-3, force components in eV/Å:
C 0.1 0.0 -0.1
C 0.3 0.0 -0.2
C 0.6 -0.2 -0.5

Kohn-Sham gap ... 0.4187 hartree
Energy above the lowest of the compared OMol25 structures with the same formula, charge and spin ... 59.3 kcal/mol
Highest occupied orbital energy ... -10.557 eV

Record 4
Density functional theory data (the ωB97M-V functional and the def2-TZVPD basis) for a single C7H6ClNO molecule.

Positions of all 16 atoms, in Å:
N -2.704 -0.906 0.158
C -1.981 0.268 -0.127
O -2.615 1.347 -0.331
C -0.461 0.180 -0.063
C 0.180 -0.996 -0.243
C 1.587 -1.063 -0.230
C 2.322 0.156 -0.121
Cl 4.032 0.115 -0.019
C 1.652 1.382 0.079
C 0.231 1.309 0.014
H -3.634 -0.963 0.339
H -2.258 -1.661 1.034
H -0.187 -1.802 -0.385
H 2.168 -1.905 -0.506
H 2.154 2.371 0.278
H -0.484 2.168 0.122

Atoms 1-3, force components in eV/Å:
N 6.1 -3.2 3.1
C -2.9 2.2 1.0
O 2.3 -3.2 0.2

SMILES string ... NC(=O)c1ccc(Cl)cc1
Kohn-Sham gap ... 0.3593 hartree
Energy above the lowest of the compared OMol25 structures with the same formula, charge and spin ... 11.3 kcal/mol
Highest occupied orbital energy ... -9.549 eV

Record 5
Density functional theory data (the ωB97M-V functional and the def2-TZVPD basis) for a 8-piece molecular cluster, C35H70B2O14 overall.

Positions of all 121 atoms, in Å:
C -3.365 -1.961 -0.639
C -1.936 -2.624 -0.078
O -0.914 -1.583 -0.277
B 0.425 -2.015 0.168
O 0.587 -2.852 1.384
C 1.712 -1.459 -0.752
B 1.150 -0.046 -1.377
O 1.233 0.108 -2.866
O 0.530 1.068 -0.634
C 1.322 1.472 0.538
C 0.647 2.774 1.342
C 3.219 -1.528 -0.094
O 3.482 -2.983 0.149
C 2.679 -3.632 -0.939
O 2.584 -4.949 -1.245
O 1.875 -2.616 -1.694
H -3.615 -2.351 -1.730
H -3.191 -0.786 -0.752
H -4.246 -2.083 0.122
H -2.114 -2.937 1.038
H -1.758 -3.610 -0.687
H 1.010 -2.325 2.136
H 1.974 0.787 -2.980
H 1.383 0.606 1.336
H 2.377 1.807 0.151
H 1.483 3.346 1.947
H 0.250 3.532 0.510
H -0.226 2.442 2.061
H 3.960 -1.339 -1.009
H 3.469 -0.779 0.786
C 5.895 1.714 1.917
C 5.442 1.611 3.351
C 4.659 2.894 3.528
O 4.100 3.221 2.249
C 4.709 2.383 1.257
H 6.147 0.751 1.466
H 6.775 2.365 1.852
H 4.776 0.748 3.468
H 6.262 1.509 4.065
H 5.313 3.720 3.828
H 3.858 2.797 4.267
H 3.964 1.645 0.939
H 4.996 2.985 0.391
C 0.021 5.627 -3.973
C -0.712 4.321 -4.138
C -0.342 3.588 -2.867
O -0.144 4.584 -1.854
C -0.098 5.872 -2.485
H -0.392 6.442 -4.574
H 1.075 5.499 -4.248
H -1.793 4.503 -4.163
H -0.436 3.773 -5.042
H 0.598 3.039 -2.984
H -1.119 2.887 -2.546
H -1.029 6.396 -2.242
H 0.741 6.448 -2.086
C 3.664 7.368 4.065
C 4.135 8.281 5.167
C 5.252 7.474 5.792
O 5.822 6.675 4.747
C 4.958 6.735 3.604
H 3.132 7.885 3.262
H 2.999 6.600 4.478
H 4.537 9.205 4.736
H 3.351 8.550 5.880
H 4.869 6.795 6.561
H 6.026 8.105 6.237
H 5.452 7.351 2.844
H 4.813 5.730 3.198
C -6.848 1.961 -0.635
C -6.378 2.875 0.467
C -5.261 2.068 1.092
O -4.690 1.269 0.047
C -5.554 1.329 -1.097
H -7.380 2.479 -1.438
H -7.513 1.194 -0.222
H -5.975 3.799 0.036
H -7.161 3.144 1.180
H -5.643 1.389 1.861
H -4.486 2.699 1.537
H -5.060 1.945 -1.856
H -5.699 0.324 -1.502
C -0.966 -7.427 3.351
C -0.174 -6.481 2.486
C -0.075 -5.254 3.367
O -0.078 -5.716 4.725
C -0.446 -7.102 4.734
H -0.837 -8.479 3.084
H -2.033 -7.185 3.286
H 0.826 -6.892 2.305
H -0.639 -6.275 1.519
H -0.943 -4.599 3.234
H 0.832 -4.674 3.177
H 0.452 -7.684 4.968
H -1.191 -7.281 5.515
C 0.707 -10.389 -0.858
C 0.145 -8.995 -0.755
C -1.293 -9.261 -0.369
O -1.302 -10.477 0.390
C -0.020 -11.107 0.258
H 1.794 -10.434 -0.756
H 0.435 -10.829 -1.825
H 0.653 -8.449 0.048
H 0.239 -8.414 -1.676
H -1.921 -9.414 -1.254
H -1.724 -8.451 0.228
H 0.507 -10.995 1.211
H -0.152 -12.173 0.055
C -4.669 1.146 -6.767
C -3.877 2.093 -7.632
C -3.778 3.319 -6.751
O -3.781 2.858 -5.393
C -4.149 1.472 -5.383
H -4.540 0.094 -7.034
H -5.736 1.389 -6.832
H -2.877 1.681 -7.812
H -4.342 2.298 -8.599
H -4.646 3.974 -6.883
H -2.871 3.900 -6.941
H -3.251 0.889 -5.150
H -4.893 1.293 -4.602

Atoms 1-3, force components in eV/Å:
C 0.8 1.0 -0.3
C -2.9 -0.2 -0.2
O 2.9 -3.2 1.0

SMILES string ... CCOB(O)C1(B(O)OCC)COC(=O)O1.C1CCOC1.C1CCOC1.C1CCOC1.C1CCOC1.C1CCOC1.C1CCOC1.C1CCOC1
Kohn-Sham gap ... 0.3443 hartree
Highest occupied orbital energy ... -9.218 eV

Record 6
Density functional theory data (the ωB97M-V functional and the def2-TZVPD basis) for a 2-piece molecular cluster, C3N6O overall.

Positions of all 10 atoms, in Å:
C -2.101 -0.348 -0.599
C -1.510 1.588 0.765
C 1.479 -0.298 -0.031
N -2.704 -1.217 -0.995
N -1.463 0.679 -0.017
N 2.539 -2.318 0.717
N 1.981 0.914 -0.683
N 1.279 0.201 -1.370
N 2.235 -1.358 0.212
O -1.595 2.445 1.530

Atoms 1-3, force components in eV/Å:
C 1.6 3.3 2.2
C -1.2 -0.8 -0.1
C -1.2 1.1 0.7

Kohn-Sham gap ... 0.3292 hartree
Energy above the lowest of the compared OMol25 structures with the same formula, charge and spin ... 11.0 kcal/mol
Highest occupied orbital energy ... -9.470 eV

Record 7
Density functional theory data (the ωB97M-V functional and the def2-TZVPD basis) for a single C3H3P molecule.

Positions of all 7 atoms, in Å:
C 1.409 -1.190 2.043
C 0.423 -1.116 1.289
C -0.288 0.525 -0.741
P -1.039 -0.353 0.817
H 0.769 0.797 -0.703
H -0.796 1.370 -1.055
H -0.479 -0.034 -1.650

Atoms 1-3, force components in eV/Å:
C 2.0 -0.2 1.4
C -4.2 1.2 -1.6
C 0.1 -1.3 0.7

Kohn-Sham gap ... 0.2763 hartree
Energy above the lowest of the compared OMol25 structures with the same formula, charge and spin ... 48.3 kcal/mol
Highest occupied orbital energy ... -9.896 eV

Record 8
Density functional theory data (the ωB97M-V functional and the def2-TZVPD basis) for C25H42Cl2N2O11P2W as an isolated structure.

Positions of all 85 atoms, in Å:
W -0.226 0.234 0.167
O 0.029 -2.171 1.262
C 1.184 -2.184 2.102
C 1.261 -0.860 2.826
N 1.266 0.326 1.907
C 2.590 0.496 1.278
C 2.644 -0.431 0.077
O 3.626 -0.895 -0.406
O 1.402 -0.682 -0.386
C 0.808 1.487 2.704
C -0.710 1.372 2.794
O -1.392 1.917 3.596
O -1.192 0.535 1.839
H -0.755 -2.397 1.782
H 2.045 -2.382 1.467
H 1.129 -2.989 2.835
H 2.150 -0.804 3.459
H 0.387 -0.767 3.470
H 3.408 0.281 1.965
H 2.682 1.520 0.914
H 1.075 2.413 2.194
H 1.245 1.496 3.702
C -0.908 0.260 -6.178
C -1.431 0.466 -4.779
C -2.864 0.931 -4.713
O -1.371 -0.853 -4.070
P -0.390 -1.078 -2.892
O -0.476 0.077 -1.909
C -0.992 -2.565 -2.069
P -2.327 -2.154 -0.941
O -1.879 -1.017 -0.044
O -3.600 -1.689 -1.688
C -4.629 -2.580 -2.303
C -4.330 -2.735 -3.773
C -5.960 -1.928 -2.022
O -2.581 -3.468 -0.159
C -3.613 -3.606 0.913
C -4.076 -5.039 0.860
C -2.989 -3.208 2.231
O 1.068 -1.214 -3.354
C 1.823 -2.271 -4.087
C 0.942 -3.002 -5.071
C 2.487 -3.160 -3.064
H -0.995 1.194 -6.733
H -1.493 -0.500 -6.697
H 0.142 -0.031 -6.175
H -0.788 1.149 -4.221
H -3.508 0.270 -5.293
H -2.936 1.931 -5.142
H -3.216 0.969 -3.681
H -0.177 -2.964 -1.456
H -1.303 -3.325 -2.786
H -4.551 -3.542 -1.792
H -4.396 -1.774 -4.278
H -5.065 -3.409 -4.214
H -3.341 -3.156 -3.952
H -6.003 -0.943 -2.486
H -6.137 -1.820 -0.952
H -6.758 -2.541 -2.441
H -4.424 -2.922 0.654
H -3.245 -5.715 1.061
H -4.502 -5.287 -0.111
H -4.842 -5.198 1.619
H -2.158 -3.877 2.470
H -3.729 -3.313 3.024
H -2.662 -2.167 2.225
H 2.569 -1.678 -4.612
H 0.193 -3.616 -4.565
H 1.567 -3.677 -5.655
H 0.443 -2.324 -5.760
H 1.757 -3.798 -2.559
H 3.028 -2.570 -2.327
H 3.195 -3.815 -3.572
Cl -2.611 1.937 -0.610
C -1.578 3.312 -0.818
C -2.068 4.527 -1.243
C -1.182 5.591 -1.370
C 0.167 5.447 -1.077
C 0.647 4.222 -0.653
Cl 2.315 4.017 -0.272
C -0.218 3.134 -0.521
N 0.192 1.886 -0.114
H -3.120 4.648 -1.460
H -1.553 6.553 -1.696
H 0.847 6.281 -1.174

Atoms 1-3, force components in eV/Å:
W 0.8 -0.4 0.2
O 0.0 0.0 0.0
C 0.0 0.0 0.0

Kohn-Sham gap ... 0.2926 hartree
Charge ... +2
Energy above the lowest of the compared OMol25 structures with the same formula, charge and spin ... 0.0 kcal/mol
Highest occupied orbital energy ... -14.254 eV

Number 1: maximum force 0.425 eV/A, molecular weight 497.6 g mol⁻¹. Number 2: maximum force 5.675 eV/A, molecular weight 202.3 g mol⁻¹. Number 3: maximum force 1.923 eV/A, molecular weight 97.2 g mol⁻¹. Number 4: maximum force 11.483 eV/A, molecular weight 155.6 g mol⁻¹. Number 5: maximum force 9.862 eV/A, molecular weight 736.6 g mol⁻¹. Number 6: maximum force 4.329 eV/A, molecular weight 136.1 g mol⁻¹. Number 7: maximum force 4.626 eV/A, molecular weight 70.0 g mol⁻¹. Number 8: maximum force 0.919 eV/A, molecular weight 863.3 g mol⁻¹.